{
  "formula": "C30H29MnN7O2P",
  "method": "ωB97M-V/def2-TZVPD",
  "lumo_energy_ev": [-6.886, -6.417],
  "s2": 6.09,
  "largest_force_ev_per_a": 2.05,
  "total_charge": 2,
  "e_tot_ev": -86702.498,
  "gap_ha": [0.1728, 0.1913],
  "spin_multiplicity": 5,
  "species": ["Mn", "C", "O", "C", "C", "C", "C", "C", "C", "N", "N", "C", "C", "C", "C", "O", "C", "N", "C", "C", "C", "C", "H", "H", "H", "H", "H", "H", "H", "H", "H", "H", "H", "H", "N", "C", "C", "N", "C", "C", "N", "C", "C", "N", "H", "H", "H", "H", "H", "H", "C", "P", "C", "C", "C", "C", "C", "C", "C", "H", "H", "H", "H", "H", "H", "H", "H", "H", "H", "H"],
  "positions_angstrom": [[-1.7679, 1.4348, -1.2711], [3.7061, -5.3317, 1.3895], [4.5759, -4.4501, 2.0831], [4.0761, -3.3554, 2.6606], [4.9887, -2.5494, 3.3569], [4.5733, -1.4082, 3.9952], [3.2414, -0.9884, 3.8831], [2.3208, -1.8072, 3.2109], [2.7253, -2.9865, 2.6223], [2.8457, 0.1762, 4.5269], [1.9391, 0.9203, 4.1295], [1.4931, 1.0652, 2.8317], [2.3736, 1.1987, 1.7536], [1.9188, 1.4067, 0.4621], [0.5521, 1.4209, 0.1879], [0.0266, 1.5382, -1.0154], [-0.3575, 1.2941, 1.2751], [-1.6781, 1.2759, 0.9359], [-2.5672, 1.2030, 1.9156], [-2.2119, 1.1507, 3.2649], [-0.8827, 1.1401, 3.6177], [0.0907, 1.1965, 2.6058], [4.3409, -6.1114, 0.9816], [3.1918, -4.8208, 0.5710], [2.9738, -5.7760, 2.0668], [6.0213, -2.8704, 3.3874], [5.2714, -0.7932, 4.5477], [1.2728, -1.5357, 3.2131], [1.9956, -3.6269, 2.1448], [3.4370, 1.1645, 1.9495], [2.6153, 1.5209, -0.3587], [-3.6119, 1.1939, 1.6261], [-2.9901, 1.1128, 4.0135], [-0.5743, 1.1048, 4.6548], [-5.5236, 2.9133, -1.7383], [-5.9891, 1.6216, -1.7181], [-4.8931, 0.8270, -1.5957], [-3.7699, 1.6155, -1.5402], [-4.1880, 2.8811, -1.6288], [-3.1772, 3.9100, -1.6413], [-1.9165, 3.4954, -1.6009], [-1.1262, 4.6069, -1.6441], [-1.9246, 5.7106, -1.7149], [-3.2171, 5.2524, -1.7111], [-6.1059, 3.7320, -1.8235], [-7.0346, 1.3813, -1.7992], [-4.8394, -0.2465, -1.5424], [-0.0521, 4.5371, -1.6280], [-1.6809, 6.7572, -1.7668], [-4.0364, 5.8389, -1.7458], [-2.1242, -2.1280, -1.4476], [-1.3980, -0.6846, -2.3064], [-1.8957, -1.0119, -4.0327], [0.3796, -1.0704, -2.3346], [1.1468, -0.7575, -3.4554], [2.5136, -0.9848, -3.4514], [3.1272, -1.5135, -2.3256], [2.3701, -1.8237, -1.2056], [1.0022, -1.5992, -1.2043], [-1.9148, -2.0938, -0.3795], [-1.7080, -3.0373, -1.8780], [-3.2054, -2.1238, -1.5899], [-1.4267, -1.9445, -4.3426], [-1.5842, -0.2087, -4.6980], [-2.9794, -1.1115, -4.0939], [0.6827, -0.3456, -4.3425], [3.1016, -0.7487, -4.3282], [4.1957, -1.6838, -2.3170], [2.8491, -2.2277, -0.3237], [0.4169, -1.8417, -0.3236]]
}

=====

{
  "formula": "C30H29N2O2",
  "method": "ωB97M-V/def2-TZVPD",
  "lumo_energy_ev": -4.541,
  "largest_force_ev_per_a": 3.33,
  "total_charge": 1,
  "e_tot_ev": -38647.850,
  "gap_ha": 0.1920,
  "species": ["C", "C", "N", "C", "C", "C", "C", "C", "C", "C", "C", "C", "C", "C", "O", "H", "H", "H", "H", "H", "H", "H", "H", "H", "H", "H", "H", "H", "H", "H", "H", "C", "C", "C", "C", "C", "C", "N", "C", "C", "C", "C", "C", "C", "C", "C", "C", "O", "C", "C", "H", "H", "H", "H", "H", "H", "H", "H", "H", "H", "H", "H", "H"],
  "positions_angstrom": [[-4.9288, 0.5167, -2.0240], [-3.6201, 0.8615, -1.3147], [-2.6378, -0.2277, -1.4881], [-1.2961, 0.0266, -1.4662], [-0.3192, -0.9204, -1.6861], [1.0308, -0.6725, -1.5340], [2.0604, -1.6167, -1.8040], [3.3973, -1.3297, -1.4622], [4.3974, -2.2469, -1.6899], [4.1055, -3.4689, -2.2727], [2.8033, -3.7693, -2.6344], [1.7951, -2.8626, -2.4078], [-3.2270, -1.5934, -1.4714], [-4.6308, -1.5806, -0.8554], [-5.5303, -0.6951, -1.5345], [-5.6673, 1.3202, -1.9174], [-4.7572, 0.3715, -3.0951], [-3.1932, 1.7992, -1.6845], [-3.7912, 0.9782, -0.2433], [-0.9990, 1.0317, -1.2314], [-0.6291, -1.9041, -1.9814], [1.3225, 0.2911, -1.1576], [3.6286, -0.3834, -1.0039], [5.4157, -2.0154, -1.4187], [4.8915, -4.1852, -2.4510], [2.5821, -4.7177, -3.0982], [0.7941, -3.1060, -2.7151], [-3.2662, -1.9674, -2.4979], [-2.5677, -2.2585, -0.9049], [-5.0919, -2.5752, -0.8728], [-4.5963, -1.2652, 0.1929], [3.3781, -2.8373, 3.8301], [2.0637, -3.0915, 4.1658], [1.0535, -2.3231, 3.6265], [1.3453, -1.2835, 2.7520], [0.2437, -0.4204, 2.2515], [0.5645, 0.8488, 1.7412], [-0.3327, 1.8107, 1.3190], [-1.6731, 1.6669, 1.5455], [-2.5865, 2.6465, 1.2458], [-2.1639, 3.8105, 0.6679], [-0.8064, 3.9997, 0.3547], [0.1270, 2.9869, 0.6695], [1.4604, 3.1691, 0.2767], [1.8567, 4.2956, -0.3967], [0.9372, 5.3020, -0.6870], [-0.3665, 5.1647, -0.3066], [-0.9212, -0.8272, 2.3199], [2.6736, -1.0649, 2.3964], [3.6806, -1.8270, 2.9417], [4.1701, -3.4237, 4.2668], [1.8290, -3.8872, 4.8550], [0.0247, -2.5013, 3.8922], [1.5955, 1.1264, 1.7484], [-1.9998, 0.7526, 2.0020], [-3.6317, 2.5050, 1.4663], [-2.8646, 4.5867, 0.4220], [2.1837, 2.3991, 0.4734], [2.8806, 4.3945, -0.7228], [1.2548, 6.1762, -1.2340], [-1.0833, 5.9362, -0.5285], [2.9242, -0.2972, 1.6878], [4.7076, -1.6288, 2.6834]]
}

=====

{
  "formula": "C30H29N2O4",
  "method": "ωB97M-V/def2-TZVPD",
  "lumo_energy_ev": -5.049,
  "largest_force_ev_per_a": 1.85,
  "total_charge": 1,
  "e_tot_ev": -42743.023,
  "relative_energy_kj_mol": 229.19,
  "gap_ha": 0.1609,
  "species": ["H", "C", "H", "C", "C", "N", "C", "C", "C", "C", "O", "C", "C", "C", "C", "C", "C", "N", "O", "H", "H", "H", "H", "H", "H", "H", "H", "H", "H", "H", "H", "C", "C", "C", "C", "O", "C", "C", "C", "C", "C", "C", "C", "C", "O", "C", "C", "C", "C", "C", "H", "H", "H", "H", "H", "H", "H", "H", "H", "H", "H", "H", "H", "H", "H"],
  "positions_angstrom": [[0.7992, 0.4804, 0.4558], [0.8806, 0.1969, 1.5390], [1.7808, 0.7474, 1.8846], [-0.3404, 0.6901, 2.2484], [-1.2737, -0.1451, 2.7688], [-1.0630, -1.4990, 2.8498], [-2.1164, -2.3627, 3.2944], [-1.9184, -3.2001, 4.4024], [-2.9604, -3.9800, 4.8749], [-4.1688, -4.0733, 4.1477], [-5.1120, -4.9170, 4.6306], [-6.3206, -5.1505, 3.8791], [-4.3277, -3.3100, 2.9728], [-3.3380, -2.4061, 2.6051], [0.1416, -2.0216, 2.4028], [1.0283, -1.2896, 1.6833], [2.0883, -2.0298, 0.9611], [2.9205, -1.3024, 0.1285], [2.1836, -3.2478, 1.0734], [-0.5215, 1.7700, 2.2911], [-2.2094, 0.1955, 3.2242], [-0.9535, -3.1987, 4.9125], [-2.8743, -4.5520, 5.7932], [-6.8558, -5.8365, 4.5303], [-6.8974, -4.2297, 3.7376], [-6.1087, -5.6269, 2.9151], [-5.2349, -3.4292, 2.3821], [-3.5081, -1.7602, 1.7403], [0.2146, -3.1002, 2.5735], [2.9848, -0.2891, 0.1112], [3.7167, -1.8095, -0.2357], [4.5603, -2.1406, -5.2061], [3.4607, -2.3801, -4.1613], [3.0829, -0.9951, -3.7495], [3.7990, -0.0857, -4.5731], [4.6810, -0.6797, -5.4193], [3.5955, 1.2951, -4.4867], [2.6368, 1.7433, -3.6179], [1.9699, 0.8838, -2.6765], [1.0445, 1.3759, -1.7096], [0.7947, 2.7482, -1.3924], [-0.4834, 3.1278, -0.8910], [-0.7972, 4.4657, -0.7535], [0.1678, 5.4632, -1.0286], [-0.2628, 6.7299, -0.7891], [-1.6605, 6.6229, -0.3001], [-2.0416, 5.1374, -0.2816], [1.4696, 5.1274, -1.4406], [1.7723, 3.7874, -1.5766], [2.2097, -0.5234, -2.7928], [5.5333, -2.5184, -4.8676], [4.3272, -2.6079, -6.1699], [2.6060, -2.9097, -4.6092], [3.8308, -2.9777, -3.3195], [4.1656, 1.9670, -5.1299], [2.3644, 2.7957, -3.6562], [0.3695, 0.6284, -1.2827], [-1.2535, 2.3764, -0.7127], [-1.7111, 7.0720, 0.7002], [-2.3037, 7.2015, -0.9743], [-2.8839, 4.9366, -0.9572], [-2.3285, 4.8124, 0.7270], [2.1767, 5.9206, -1.6495], [2.7809, 3.5242, -1.8839], [1.6908, -1.2377, -2.1466]]
}

=====

{
  "formula": "C30H29N2O7P4TeTl",
  "method": "ωB97M-V/def2-TZVPD",
  "lumo_energy_ev": 3.707,
  "largest_force_ev_per_a": 0.79,
  "total_charge": -2,
  "e_tot_ev": -98045.391,
  "relative_energy_kj_mol": 21.65,
  "gap_ha": 0.2225,
  "species": ["Tl", "O", "P", "O", "O", "O", "P", "O", "O", "O", "H", "H", "Te", "C", "C", "C", "N", "C", "C", "C", "P", "C", "C", "C", "C", "C", "C", "C", "C", "C", "C", "C", "C", "P", "C", "C", "C", "C", "C", "C", "C", "C", "C", "C", "C", "C", "H", "H", "H", "H", "H", "H", "H", "H", "H", "H", "H", "H", "H", "H", "H", "H", "H", "H", "H", "H", "H", "H", "H", "H", "N", "H", "H", "H"],
  "positions_angstrom": [[0.7419, -0.4087, 0.2047], [2.5940, 1.6598, 1.1200], [3.6703, 0.4910, 1.5297], [5.0024, 1.0621, 1.8130], [3.4142, -0.5519, 0.4826], [3.0561, -0.0343, 2.9493], [1.6610, -0.7829, 3.3027], [1.7389, -2.1036, 2.3186], [1.7202, -1.1950, 4.7189], [0.5182, -0.0089, 2.7030], [2.4921, 2.3090, 1.8229], [2.6330, -2.4582, 2.3070], [-3.6569, 3.6111, -1.1911], [-3.8762, 3.4969, -3.3112], [-4.1601, 2.2875, -3.9379], [-4.2113, 2.2344, -5.3222], [-4.0170, 3.2861, -6.1209], [-3.7565, 4.4434, -5.5141], [-3.6749, 4.5982, -4.1374], [-2.2288, 2.1584, -0.8471], [-2.6489, 0.5282, -0.2876], [-4.4256, 0.5830, 0.1826], [-5.4962, 0.1934, -0.6148], [-6.8055, 0.3106, -0.1608], [-7.0651, 0.8209, 1.1014], [-6.0038, 1.2061, 1.9137], [-4.7024, 1.0807, 1.4585], [-2.7383, -0.5219, -1.8078], [-3.1650, -1.8508, -1.7207], [-3.1171, -2.6939, -2.8200], [-2.6198, -2.2267, -4.0334], [-2.1661, -0.9194, -4.1255], [-2.2205, -0.0764, -3.0202], [-0.5627, 2.5648, -0.3882], [-0.5915, 4.2801, 0.2743], [-1.2733, 4.4727, 1.4796], [-1.3540, 5.7241, 2.0653], [-0.7355, 6.8154, 1.4632], [-0.0284, 6.6317, 0.2858], [0.0465, 5.3730, -0.3022], [0.3240, 2.8395, -1.9925], [-0.3040, 3.3997, -3.1081], [0.3433, 3.4688, -4.3314], [1.6400, 2.9776, -4.4612], [2.2809, 2.4333, -3.3594], [1.6257, 2.3661, -2.1325], [-4.3188, 1.3882, -3.3557], [-4.4175, 1.2905, -5.8177], [-3.5873, 5.2962, -6.1655], [-3.4388, 5.5682, -3.7162], [-5.3119, -0.2024, -1.6065], [-7.6241, 0.0067, -0.8031], [-8.0855, 0.9160, 1.4533], [-6.1920, 1.5944, 2.9075], [-3.8748, 1.3728, 2.0965], [-3.5321, -2.2305, -0.7718], [-3.4526, -3.7200, -2.7278], [-2.5763, -2.8836, -4.8939], [-1.7611, -0.5480, -5.0598], [-1.8611, 0.9459, -3.0843], [-1.7458, 3.6201, 1.9562], [-1.8922, 5.8496, 2.9971], [-0.8013, 7.7985, 1.9139], [0.4701, 7.4720, -0.1837], [0.6014, 5.2461, -1.2232], [-1.3193, 3.7679, -3.0138], [-0.1684, 3.8932, -5.1880], [2.1434, 3.0167, -5.4203], [3.2899, 2.0495, -3.4471], [2.1426, 1.9539, -1.2718], [-0.2407, -3.8664, 0.1445], [-0.7551, -3.2634, -0.4904], [-0.3217, -3.4487, 1.0673], [0.7391, -3.7602, -0.0981]]
}